Entry from the Open Molecules 2025 dataset: a gas-phase ion, C2H7N4OS (charge +1) (the ωB97M-V functional and the def2-TZVPD basis).

The net charge is +1. The value obtained for the frontier orbital gap is 0.3147 Eh. Its energy relative to the best compared isomer or geometry (same formula, charge and spin) is 213.4 kJ/mol. Its spin multiplicity is 1.

Cartesian coordinates (Å):
N -1.23590 -1.84131 0.28293
N -0.50524 -0.69832 0.12473
C 0.72408 -0.66564 0.70434
N 1.73892 0.16395 0.57017
C 1.75214 1.33250 0.00302
O 2.67231 1.83686 -0.74851
N -0.94267 0.37027 -0.58322
S -2.31268 1.30824 0.41117
H -1.11884 -2.38058 -0.53647
H -1.04278 -2.25778 1.17441
H 0.80640 -1.48632 1.34803
H 0.85093 1.97625 0.05465
H 3.45007 1.24027 -0.95127
H -1.54999 0.16712 -1.37279
H -3.28675 0.93449 -0.48118

Atomic forces in eV per Å
N -1.440 0.681 0.150
N 2.881 0.494 0.633
C -1.189 1.452 -1.060
N 0.095 -0.150 -0.754
C -1.950 0.065 -0.423
O 1.070 -0.807 0.147
N -1.934 2.277 0.934
S 0.916 -0.925 -1.369
H 0.090 -1.335 -0.463
H -0.183 -0.531 0.038
H 0.761 -1.057 0.935
H 0.832 0.006 0.187
H -0.999 0.502 0.522
H 0.652 -0.885 -0.170
H 0.398 0.214 0.691

Entry from the Open Molecules 2025 dataset: a single C6H8N6 molecule (the ωB97M-V functional and the def2-TZVPD basis).

The net charge is 0. The value obtained for the frontier orbital gap is 0.3426 Eh. Its energy relative to the best compared isomer or geometry (same formula, charge and spin) is 53.0 kJ/mol. Its spin multiplicity is 1.

Cartesian coordinates (Å):
C 2.56401 1.10253 0.33963
C 1.58914 1.43394 -0.81055
N 0.21742 1.16641 -0.47448
C -0.24577 -0.11078 -0.27628
N 0.45303 -1.15725 -0.69343
C -0.09212 -2.40205 -0.53525
N -1.24378 -2.70548 0.01644
C -1.96576 -1.65207 0.41983
N -3.27869 -1.63464 0.94946
N -3.61809 -0.38718 1.05849
N -2.58158 0.41838 0.65021
C -1.53821 -0.34811 0.29426
H 3.58216 1.23761 -0.05591
H 2.53594 0.04992 0.65128
H 2.39250 1.75137 1.17326
H 1.71712 2.42581 -1.20347
H 1.77471 0.75351 -1.65195
H 0.02875 1.85058 0.39677
H 0.42242 -3.21927 -1.04195
H -2.71319 1.42677 0.79364

Atomic forces in eV per Å
C 0.503 -0.348 -1.417
C 0.955 -2.348 -0.537
N -1.020 3.167 3.442
C -0.199 -0.633 0.095
N -0.463 -0.046 0.265
C -0.520 0.471 -0.469
N 0.076 -0.383 -0.056
C -0.774 0.160 0.566
N 0.961 1.262 -0.676
N 0.843 -0.629 -0.112
N -1.502 0.401 0.915
C 1.199 0.163 -0.750
H -0.173 0.244 0.353
H -0.419 0.321 -0.110
H 0.036 0.393 0.633
H -0.177 0.583 0.152
H 0.387 0.188 0.118
H -0.255 -2.248 -2.547
H 0.212 0.211 0.440
H 0.329 -0.929 -0.306

Entry from the Open Molecules 2025 dataset: 3 unconnected molecules or ions with the total composition C3H12NO2 (the ωB97M-V functional and the def2-TZVPD basis).

The net charge is +1. The value obtained for the frontier orbital gap is 0.3627 Eh. Its energy relative to the best compared isomer or geometry (same formula, charge and spin) is 233.0 kJ/mol. Its spin multiplicity is 1.

Cartesian coordinates (Å):
C 1.65607 1.73679 0.36157
C 0.59826 0.77837 0.65843
C 0.44687 -0.03725 1.71783
N -0.19271 0.22437 -0.60879
H 2.54926 1.30706 -0.24881
H 2.15920 2.15471 1.31950
H 1.24138 2.53559 -0.22410
H -0.43511 -0.47871 2.18263
H 1.20622 -0.43916 2.38503
H 0.25274 0.73419 -1.33820
H -0.06688 -0.81959 -0.63051
H -1.20172 0.33554 -0.48250
H 1.28478 -2.88292 -0.95597
H 2.03663 -1.94575 -1.84321
O 1.31934 -1.95129 -1.23544
H -4.22957 0.05507 -0.62927
H -3.33668 -1.01904 -0.08924
O -3.35915 -0.04559 -0.21591

Atomic forces in eV per Å
C 3.255 -0.221 0.298
C -0.600 -3.574 0.479
C 0.054 -0.067 0.849
N -0.423 0.201 3.302
H -1.539 0.488 0.785
H -1.234 -0.674 -1.604
H -0.086 0.730 -0.173
H -0.685 -0.409 -1.671
H 0.797 1.771 0.294
H -0.305 -0.002 -1.442
H 0.855 1.311 -0.580
H -0.404 0.774 -0.558
H -0.083 0.413 -0.017
H 0.991 0.231 -0.950
O -0.873 -0.912 0.980
H 0.212 0.404 0.030
H 0.057 0.787 0.081
O 0.012 -1.251 -0.105

no.,LUMO level (eV),energy (eV)
1,-5.00,-21020.3364
2,0.24,-15291.2272
3,-3.70,-8882.4592